1.
This record from the OMol25 dataset describes a cluster of 2 separate species, C3H11NOS2 in total in a non-equilibrium geometry. The level of theory is ωB97M-V/def2-TZVPD.

Calculated values
LUMO level = 0.33 eV
Structure (SMILES) = C[C@@H](N)CSS.O
HOMO = -9.025 eV
Energy above the lowest of the compared OMol25 structures with the same formula, charge and spin = 34.5 kJ/mol
Electronic energy = -1047.25422 Eh

Positions of all 18 atoms, in Å:
N1 -0.172 -1.420 -0.094
C1 0.282 -0.700 1.100
C2 -0.600 -1.136 2.298
C3 0.100 0.809 0.916
S1 1.168 1.356 -0.422
S2 0.748 3.428 -0.582
H1 0.415 -2.146 -0.485
H2 -0.612 -0.784 -0.737
H3 1.339 -0.888 1.294
H4 -1.634 -1.060 1.977
H5 -0.267 -2.097 2.676
H6 -0.561 -0.447 3.156
H7 -0.920 1.116 0.671
H8 0.362 1.313 1.846
H9 0.148 3.204 -1.763
H10 -0.604 0.137 -3.679
H11 0.797 -0.461 -3.834
O1 0.013 -0.224 -4.338

Forces on the atoms, in the same order (eV/Å):
N -0.07 0.15 0.49
C -0.94 -0.08 0.19
C 0.62 1.00 0.28
C -0.05 0.26 0.20
S 0.47 0.83 -0.17
S 0.07 -1.24 -0.20
H -0.08 0.53 -0.04
H 0.24 -0.42 -0.45
H 0.02 -0.08 0.08
H -0.13 -0.69 -0.10
H -0.50 -0.35 -0.20
H 0.44 -0.01 -0.20
H -0.12 -0.38 0.05
H 0.13 0.02 -0.07
H -0.12 0.45 0.09
H 0.38 -0.19 -0.36
H 0.03 0.03 0.05
O -0.39 0.19 0.35

Need the Mulliken charges? In units of e they are: atom 1 (N): -0.509, atom 2 (C): 0.264, atom 3 (C): -1.341, atom 4 (C): -0.990, atom 5 (S): -0.098, atom 6 (S): -0.221, atom 7 (H): 0.199, atom 8 (H): 0.209, atom 9 (H): 0.368, atom 10 (H): 0.353, atom 11 (H): 0.324, atom 12 (H): 0.354, atom 13 (H): 0.452, atom 14 (H): 0.480, atom 15 (H): 0.155, atom 16 (H): 0.310, atom 17 (H): 0.315, atom 18 (O): -0.624

2.
This record from the OMol25 dataset describes a structure of composition C12H32N8O2Ru. The level of theory is ωB97M-V/def2-TZVPD.

Calculated values
LUMO level (alpha / beta) = -8.38 / -10.48 eV
Charge = +3
HOMO (alpha / beta) = -18.276 / -18.276 eV
Energy above the lowest of the compared OMol25 structures with the same formula, charge and spin = 9.1 kJ/mol
Multiplicity = 2
Electronic energy = -1159.07930 Eh

Positions of all 55 atoms, in Å:
Ru1 0.974 1.377 -0.507
N1 1.071 3.517 -0.525
C1 2.439 3.954 -0.106
C2 3.423 3.053 -0.817
N2 3.065 1.621 -0.553
C3 3.660 1.230 0.773
C4 2.712 0.334 1.536
N3 1.372 1.019 1.556
C5 3.554 0.741 -1.660
C6 2.746 1.011 -2.918
N4 1.288 0.923 -2.576
H1 0.370 3.985 0.048
H2 0.896 3.868 -1.468
H3 2.609 5.004 -0.340
H4 2.499 3.848 0.977
H5 3.362 3.247 -1.886
H6 4.454 3.241 -0.516
H7 4.641 0.776 0.628
H8 3.820 2.144 1.346
H9 2.566 -0.622 1.038
H10 3.063 0.148 2.550
H11 0.692 0.389 1.973
H12 1.418 1.837 2.163
H13 4.620 0.904 -1.833
H14 3.415 -0.293 -1.338
H15 2.939 2.001 -3.324
H16 2.994 0.296 -3.702
H17 0.723 1.357 -3.303
H18 1.029 -0.063 -2.564
N5 -1.168 1.111 -0.501
C7 -1.480 -0.309 -0.877
C8 -2.883 -0.785 -0.498
C9 -3.301 -0.865 0.976
C10 -2.783 -2.050 1.799
N6 -3.019 -3.351 1.184
C11 -4.014 -4.198 1.457
N7 -5.020 -3.851 2.254
N8 -4.002 -5.412 0.913
C12 -0.326 -1.206 -0.433
O1 -0.506 -2.360 -0.139
O2 0.870 -0.642 -0.460
H19 -1.613 1.336 0.388
H20 -1.625 1.728 -1.170
H21 -1.445 -0.323 -1.971
H22 -3.008 -1.766 -0.961
H23 -3.592 -0.135 -1.015
H24 -4.393 -0.900 0.977
H25 -3.059 0.054 1.522
H26 -3.236 -2.029 2.791
H27 -1.710 -1.990 1.971
H28 -2.295 -3.656 0.548
H29 -5.100 -2.929 2.644
H30 -5.736 -4.514 2.504
H31 -3.215 -5.739 0.379
H32 -4.756 -6.063 1.063

Forces on the atoms, in the same order (eV/Å):
Ru -0.18 -0.09 -0.06
N 0.09 0.00 -0.04
C -0.02 -0.09 0.05
C -0.13 0.04 -0.07
N 0.21 -0.01 0.05
C -0.07 0.06 0.05
C -0.07 -0.04 -0.07
N -0.01 0.06 -0.07
C -0.06 -0.02 -0.01
C -0.03 0.04 0.05
N -0.07 -0.03 0.10
H 0.02 -0.01 0.04
H 0.00 0.00 0.00
H 0.04 -0.01 -0.04
H 0.01 0.02 0.01
H 0.03 -0.03 0.00
H -0.01 0.03 0.04
H -0.04 -0.09 0.00
H 0.03 0.00 -0.02
H 0.01 0.00 0.03
H 0.05 0.06 0.00
H 0.02 -0.01 0.03
H 0.00 -0.01 0.01
H -0.01 0.02 -0.04
H 0.01 0.01 0.01
H -0.01 -0.01 -0.03
H 0.02 -0.04 0.05
H 0.08 0.07 -0.02
H 0.02 0.02 -0.10
N 0.04 -0.06 -0.05
C -0.10 0.22 -0.04
C 0.02 -0.11 -0.03
C -0.05 0.04 -0.01
C 0.05 0.00 0.08
N 0.07 0.08 -0.07
C 0.01 -0.05 -0.02
N 0.00 0.02 0.00
N 0.00 0.01 -0.01
C 0.07 -0.07 0.12
O -0.05 -0.07 -0.01
O -0.09 0.17 0.01
H 0.07 -0.07 0.05
H -0.06 -0.02 0.03
H 0.06 -0.06 -0.01
H 0.00 0.01 0.00
H 0.00 0.02 0.01
H 0.00 0.01 0.00
H 0.04 -0.01 0.01
H -0.02 -0.01 0.00
H -0.01 0.02 -0.04
H 0.00 -0.03 0.01
H 0.00 0.01 -0.01
H 0.01 -0.01 0.01
H 0.01 -0.01 0.01
H -0.01 0.01 0.00

Need the Mulliken charges? In units of e they are: atom 1 (Ru): 0.219, atom 2 (N): -0.342, atom 3 (C): -0.746, atom 4 (C): -0.611, atom 5 (N): 0.752, atom 6 (C): -0.920, atom 7 (C): -0.642, atom 8 (N): -0.409, atom 9 (C): -0.667, atom 10 (C): -0.931, atom 11 (N): -0.350, atom 12 (H): 0.307, atom 13 (H): 0.308, atom 14 (H): 0.490, atom 15 (H): 0.325, atom 16 (H): 0.265, atom 17 (H): 0.390, atom 18 (H): 0.347, atom 19 (H): 0.440, atom 20 (H): 0.358, atom 21 (H): 0.544, atom 22 (H): 0.231, atom 23 (H): 0.305, atom 24 (H): 0.484, atom 25 (H): 0.391, atom 26 (H): 0.414, atom 27 (H): 0.487, atom 28 (H): 0.297, atom 29 (H): 0.287, atom 30 (N): -0.353, atom 31 (C): 0.259, atom 32 (C): -1.228, atom 33 (C): -0.227, atom 34 (C): -1.264, atom 35 (N): -0.011, atom 36 (C): 0.845, atom 37 (N): -0.331, atom 38 (N): -0.374, atom 39 (C): 0.229, atom 40 (O): -0.612, atom 41 (O): -0.378, atom 42 (H): 0.265, atom 43 (H): 0.404, atom 44 (H): 0.370, atom 45 (H): 0.440, atom 46 (H): 0.455, atom 47 (H): 0.375, atom 48 (H): 0.349, atom 49 (H): 0.495, atom 50 (H): 0.220, atom 51 (H): 0.257, atom 52 (H): 0.179, atom 53 (H): 0.211, atom 54 (H): 0.194, atom 55 (H): 0.205

3.
This record from the OMol25 dataset describes a cluster of 2 separate species, C6H12O in total in a non-equilibrium geometry. The level of theory is ωB97M-V/def2-TZVPD.

Calculated values
LUMO level = 0.90 eV
Structure (SMILES) = C=C/C=C/CC.O
HOMO = -9.246 eV
Energy above the lowest of the compared OMol25 structures with the same formula, charge and spin = 160.0 kJ/mol
Electronic energy = -310.99833 Eh

Positions of all 19 atoms, in Å:
C1 -3.176 1.022 0.682
C2 -1.858 1.568 1.259
C3 1.153 -1.229 -0.906
C4 1.312 -0.066 -0.294
C5 0.211 0.869 0.036
C6 -0.712 0.646 0.955
H1 -3.567 0.235 1.324
H2 -3.931 1.803 0.625
H3 -3.028 0.641 -0.325
H4 -1.626 2.557 0.844
H5 -2.031 1.747 2.326
H6 1.991 -1.905 -0.984
H7 0.162 -1.513 -1.228
H8 2.293 0.324 -0.027
H9 0.227 1.811 -0.509
H10 -0.732 -0.274 1.543
H11 4.203 -3.454 -1.968
H12 4.508 -1.999 -1.956
O1 4.598 -2.782 -1.396

Forces on the atoms, in the same order (eV/Å):
C 0.16 0.29 0.08
C -0.18 0.56 -0.35
C 0.09 0.12 0.53
C -0.16 0.61 0.09
C 0.41 -0.08 -0.36
C -0.70 -0.13 0.77
H -0.02 -0.18 -0.11
H -0.07 0.07 0.09
H -0.01 -0.14 -0.07
H -0.16 -0.17 -0.11
H 0.38 -0.24 0.00
H 0.00 -0.12 -0.38
H -0.02 -0.30 -0.02
H 0.10 -0.36 0.02
H -0.12 0.09 0.14
H 0.30 -0.04 -0.30
H 0.12 -0.15 0.30
H 0.16 0.11 0.29
O -0.30 0.05 -0.60

Need the Mulliken charges? In units of e they are: atom 1 (C): -1.062, atom 2 (C): -0.531, atom 3 (C): -0.662, atom 4 (C): -0.278, atom 5 (C): -0.286, atom 6 (C): -0.258, atom 7 (H): 0.299, atom 8 (H): 0.322, atom 9 (H): 0.318, atom 10 (H): 0.306, atom 11 (H): 0.314, atom 12 (H): 0.319, atom 13 (H): 0.285, atom 14 (H): 0.296, atom 15 (H): 0.298, atom 16 (H): 0.334, atom 17 (H): 0.320, atom 18 (H): 0.319, atom 19 (O): -0.655